Arrangement a

Entry from the Open Molecules 2025 dataset: a 2-piece molecular cluster, C3H10O2 overall (wB97M-V/def2-TZVPD).

Output
LUMO in eV: 0.926
Spin multiplicity: 1
Structure (SMILES): CC(C)O.O
HOMO level in eV: -10.152
Charge: 0
Kohn-Sham gap in eV: 11.0780

Each line ends with the Löwdin charge.
Geometry (Å):
C -1.298 -0.696 0.978  -0.099
C -1.299 -0.761 -0.506  -0.421
C -2.454 0.116 -1.350  -0.033
O -1.568 -2.204 -0.720  -0.114
H -2.093 -1.411 1.234  0.085
H -1.662 0.277 1.451  0.096
H -0.383 -0.926 1.490  0.067
H -0.256 -0.516 -0.944  0.142
H -2.859 0.998 -0.740  0.083
H -3.166 -0.687 -1.366  0.038
H -2.179 0.308 -2.418  0.068
H -0.948 -2.589 -1.365  0.087
H 5.454 3.836 1.841  0.067
H 6.418 2.994 0.757  0.100
O 5.566 2.925 1.385  -0.167



Arrangement b

Entry from the Open Molecules 2025 dataset: a 2-piece molecular cluster, C3H10O2 overall (wB97M-V/def2-TZVPD).

Output
LUMO in eV: 0.832
Spin multiplicity: 1
Structure (SMILES): CC(C)O.O
HOMO level in eV: -10.297
Charge: 0
Kohn-Sham gap in eV: 11.1283

Each line ends with the Löwdin charge.
Geometry (Å):
C 1.414 -0.129 0.409  -0.070
C -0.065 -0.357 0.711  -0.468
C -0.499 -1.721 0.161  -0.050
O -0.830 0.760 0.232  -0.096
H 1.889 -1.072 0.743  0.082
H 1.707 0.818 0.891  0.081
H 1.869 -0.022 -0.583  0.081
H -0.256 -0.225 1.784  0.138
H -0.206 -1.761 -0.893  0.090
H -1.588 -1.749 0.303  0.083
H 0.004 -2.494 0.727  0.075
H -1.417 0.611 -0.508  0.074
H -0.027 2.589 -1.106  0.041
H -1.308 2.312 -1.066  0.019
O -0.689 2.440 -1.807  -0.079



Arrangement c

Entry from the Open Molecules 2025 dataset: a 2-piece molecular cluster, C3H10O2 overall (wB97M-V/def2-TZVPD).

Output
LUMO in eV: 0.756
Spin multiplicity: 1
Structure (SMILES): CC(C)O.O
HOMO level in eV: -10.481
Charge: 0
Kohn-Sham gap in eV: 11.2371

Each line ends with the Löwdin charge.
Geometry (Å):
C 0.028 -0.025 1.294  -0.067
C -1.106 0.317 0.316  -0.488
C -2.215 -0.700 0.429  -0.070
O -1.611 1.632 0.681  -0.058
H 0.801 0.720 1.208  0.072
H -0.347 0.078 2.315  0.084
H 0.358 -1.039 1.090  0.077
H -0.541 0.344 -0.623  0.133
H -1.856 -1.712 0.635  0.076
H -2.787 -0.483 1.331  0.085
H -2.911 -0.760 -0.409  0.075
H -2.121 1.787 -0.124  0.083
H 3.512 -1.497 -2.568  0.030
H 4.901 -1.190 -1.767  0.027
O 4.231 -0.892 -2.379  -0.058



Most stable pick: arrangement c. Distance to second place: 0.0163 hartree.



Arrangement a

Entry from the Open Molecules 2025 dataset: one molecule with the formula C3H3NOS (wB97M-V/def2-TZVPD).

Output
LUMO (spin up / spin down) in eV: -2.008 / -2.811
Spin multiplicity: 1
HOMO level (spin up / spin down) in eV: -9.555 / -9.248
Charge: 0
Kohn-Sham gap (spin up / spin down) in eV: 7.5472 / 6.4373

Each line ends with the Löwdin charge.
Geometry (Å):
C 0.292 -0.240 -0.069  0.025
C -2.179 -1.588 0.023  -0.089
C -0.300 0.933 0.082  -0.276
N -1.639 0.966 -0.055  -0.179
O -4.170 0.417 -0.056  -0.379
S -2.804 -0.098 0.118  0.726
H 1.298 -0.337 0.073  0.030
H -0.339 -1.161 -0.292  0.010
H 0.271 1.825 0.413  0.130



Arrangement b

Entry from the Open Molecules 2025 dataset: one molecule with the formula C3H3NOS (wB97M-V/def2-TZVPD).

Output
LUMO (spin up / spin down) in eV: -1.762 / -1.832
Spin multiplicity: 1
HOMO level (spin up / spin down) in eV: -8.416 / -8.376
Charge: 0
Kohn-Sham gap (spin up / spin down) in eV: 6.6541 / 6.5434

Each line ends with the Löwdin charge.
Geometry (Å):
C -0.663 0.471 -0.571  -0.286
C 0.316 0.201 0.257  0.010
C 1.162 0.263 1.413  -0.316
N -1.036 -0.593 -1.339  -0.471
O 1.256 -0.544 2.307  0.046
S -0.099 -1.984 -0.898  0.675
H -1.129 1.428 -0.572  0.119
H 1.828 1.060 1.552  0.100
H -1.635 -0.302 -2.149  0.121



Arrangement c

Entry from the Open Molecules 2025 dataset: one molecule with the formula C3H3NOS (wB97M-V/def2-TZVPD).

Output
LUMO in eV: -0.757
Spin multiplicity: 1
Structure (SMILES): N#CC(=O)CS
HOMO level in eV: -9.769
Charge: 0
Kohn-Sham gap in eV: 9.0119

Each line ends with the Löwdin charge.
Geometry (Å):
C -0.513 -0.559 -0.078  -0.517
C 0.557 0.586 -0.158  -0.466
C 1.844 0.057 -0.061  -0.141
H -2.157 0.981 0.724  -0.147
H -0.397 -1.121 -0.999  0.075
H -0.260 -1.198 0.798  0.098
N 2.880 -0.442 -0.029  0.216
O 0.258 1.739 -0.101  0.127
S -2.212 -0.043 -0.098  0.754



Most stable pick: arrangement c. Distance to second place: 0.1282 hartree.



Arrangement a

Entry from the Open Molecules 2025 dataset: one molecule with the formula CH2N4O (wB97M-V/def2-TZVPD).

Output
LUMO in eV: 0.326
Spin multiplicity: 1
Structure (SMILES): [H]/N=c1/[nH]nno1
HOMO level in eV: -10.404
Charge: 0
Kohn-Sham gap in eV: 10.7299

Each line ends with the Löwdin charge.
Geometry (Å):
C 0.561 -0.090 -0.191  -0.499
H 2.157 -0.995 0.467  0.077
H -0.288 1.858 -0.005  0.125
N 1.741 -0.130 0.139  0.180
N -0.362 0.910 -0.277  0.079
N -1.682 0.431 0.064  0.016
N -1.745 -0.831 0.196  0.117
O -0.383 -1.153 -0.394  -0.094



Arrangement b

Entry from the Open Molecules 2025 dataset: one molecule with the formula CH2N4O (wB97M-V/def2-TZVPD).

Output
LUMO in eV: 0.316
Spin multiplicity: 1
Structure (SMILES): Nc1nnon1
HOMO level in eV: -11.134
Charge: 0
Kohn-Sham gap in eV: 11.4501

Each line ends with the Löwdin charge.
Geometry (Å):
N 1.434 0.243 -0.241  0.101
C 0.059 0.041 -0.136  -0.467
N -0.773 0.240 -1.116  0.134
O -1.970 -0.070 -0.600  -0.071
N -1.824 -0.462 0.707  0.042
N -0.607 -0.395 0.997  0.082
H 1.942 -0.593 0.025  0.089
H 1.739 0.996 0.364  0.089



Arrangement c

Entry from the Open Molecules 2025 dataset: one molecule with the formula CH2N4O (wB97M-V/def2-TZVPD).

Output
LUMO in eV: 0.476
Spin multiplicity: 1
Structure (SMILES): Nc1nnon1
HOMO level in eV: -10.072
Charge: 0
Kohn-Sham gap in eV: 10.5484

Each line ends with the Löwdin charge.
Geometry (Å):
C 0.115 0.052 -0.199  -0.469
H -0.889 -0.690 -1.672  0.126
H -1.849 0.219 -0.482  -0.008
N -1.160 -0.273 -0.758  0.161
N -0.188 0.585 1.046  0.081
N 0.874 0.539 1.650  0.065
N 1.296 -0.307 -0.428  0.137
O 1.802 -0.127 0.844  -0.093



Most stable pick: arrangement b. Distance to second place: 0.0396 hartree.



Arrangement a

Entry from the Open Molecules 2025 dataset: one molecule with the formula C6H10N2O3S (wB97M-V/def2-TZVPD).

Output
LUMO in eV: 0.401
Spin multiplicity: 1
Structure (SMILES): C=C/N=C(/O)OC(=S)NCCO
HOMO level in eV: -9.276
Charge: 0
Kohn-Sham gap in eV: 9.6766

Each line ends with the Löwdin charge.
Geometry (Å):
C -3.471 -1.439 0.092  -0.255
C -2.353 0.668 -0.023  -0.379
C -3.168 -2.271 1.026  -0.022
C 0.214 0.872 -0.128  -0.816
C 2.489 0.584 -0.969  -0.247
C 3.385 -0.017 0.118  -0.279
N -3.351 -0.052 0.133  0.146
N 1.112 0.196 -0.873  0.016
O -2.420 1.961 -0.263  0.080
O -0.941 0.101 -0.094  -0.014
O 3.345 0.713 1.296  -0.038
S 0.426 2.339 0.581  0.778
H -4.110 -1.858 -0.687  0.110
H -3.547 -3.333 0.960  0.068
H -2.716 -2.184 2.048  0.076
H 2.986 0.389 -1.985  0.138
H 2.724 1.706 -1.003  0.132
H 3.096 -1.170 0.163  0.149
H 4.441 0.107 -0.318  0.137
H 0.838 -0.753 -1.228  0.186
H -1.549 2.403 -0.462  0.046
H 2.568 1.039 1.616  -0.010



Arrangement b

Entry from the Open Molecules 2025 dataset: a 2-piece molecular cluster, C6H10N2O3S overall (wB97M-V/def2-TZVPD).

Output
LUMO in eV: 0.067
Spin multiplicity: 1
HOMO level in eV: -9.537
Charge: 0
Kohn-Sham gap in eV: 9.6046

Each line ends with the Löwdin charge.
Geometry (Å):
C -1.299 1.420 -0.678  0.030
C -0.361 0.534 -1.047  -0.073
C -1.323 2.219 0.620  -0.374
C 0.044 2.416 1.139  -0.127
C 0.969 1.161 0.959  -0.063
C 0.920 0.491 -0.445  -0.489
N -2.433 2.532 1.123  0.174
N 1.484 -3.435 -0.375  -0.144
O -0.502 -1.917 -0.074  -0.434
O -0.641 -3.868 -1.676  -0.298
O 1.840 -0.051 -0.963  0.065
S 0.314 -2.510 -1.137  0.882
H -2.217 1.625 -1.174  0.100
H -0.516 0.037 -2.036  0.128
H 0.506 3.291 0.659  0.127
H 0.020 2.676 2.244  0.131
H 2.000 1.445 0.990  0.106
H 0.698 0.346 1.616  0.124
H -2.506 2.966 1.979  0.022
H 2.102 -2.876 0.118  0.026
H 1.700 -4.189 -1.005  0.054
H -0.800 -4.313 -0.835  0.032



Most stable pick: arrangement b. Distance to second place: 0.0114 hartree.